Record 1
A cluster of 9 separate species, C22H48Cl14O4 in total in a non-equilibrium geometry, computed with ωB97M-V with the def2-TZVPD basis set.

```
88
Properties=species:S:1:pos:R:3
C -10.66978 13.20903 -4.74911
O -11.98352 13.02545 -4.22794
C -11.94099 12.28590 -2.94662
C -13.30438 12.40420 -2.22748
O -14.27587 11.64137 -3.02589
C -15.57021 11.83406 -2.51226
H -10.06779 13.79973 -4.05862
H -10.67832 13.70689 -5.71872
H -10.09602 12.29865 -4.92266
H -11.20351 12.74066 -2.28524
H -11.68729 11.25828 -3.20685
H -13.62348 13.43968 -2.10893
H -13.22468 11.98774 -1.22333
H -16.20098 11.18142 -3.11583
H -15.86043 12.88167 -2.59211
H -15.68468 11.45871 -1.49534
C -7.82987 13.19648 -2.85560
O -8.87285 13.43218 -1.93840
C -8.87409 14.61330 -1.23437
C -10.05121 14.58180 -0.21538
O -9.89280 13.69926 0.85511
C -11.00652 13.70575 1.75448
H -7.66308 14.11964 -3.41063
H -7.97465 12.35890 -3.53796
H -6.84075 12.99854 -2.44260
H -9.16953 15.40492 -1.92295
H -7.90459 14.86855 -0.80656
H -10.97724 14.47490 -0.78031
H -10.19559 15.60651 0.12700
H -11.75998 13.05306 1.31357
H -11.39615 14.71858 1.85679
H -10.72886 13.28951 2.72285
Cl -8.27529 17.52644 -3.99197
C -7.29216 18.26051 -2.72295
C -8.05493 19.32676 -1.89948
Cl -7.84448 20.94008 -2.61133
H -6.40182 18.70144 -3.17126
H -6.99739 17.42602 -2.08668
H -7.66379 19.32043 -0.88210
H -9.13968 19.22048 -1.91026
Cl -16.87865 14.53895 2.70315
C -15.27154 13.73378 3.00171
C -15.24472 12.34730 2.44450
Cl -16.42577 11.20662 3.24132
H -15.02181 13.65943 4.06011
H -14.52969 14.35587 2.50094
H -14.27114 11.85824 2.41168
H -15.54635 12.47074 1.40436
Cl -9.04423 6.12473 -6.23931
C -8.79306 7.32346 -4.98247
C -7.71225 8.32318 -5.46774
Cl -7.34193 9.60004 -4.26318
H -8.61960 6.79441 -4.04539
H -9.73552 7.79898 -4.71093
H -8.08565 8.79561 -6.37630
H -6.83203 7.72071 -5.69213
Cl -6.49747 13.23052 1.76759
C -6.81543 11.48743 1.47484
C -7.85532 11.24191 0.37343
Cl -7.81001 9.52607 -0.13586
H -7.12191 11.07372 2.43558
H -5.88775 11.02289 1.14058
H -7.65666 11.85061 -0.50868
H -8.86159 11.51300 0.69286
Cl -9.16300 17.95652 1.17384
C -8.31987 16.74187 2.11716
C -6.84535 17.03901 2.19126
Cl -6.48116 18.53827 3.10755
H -8.57164 15.74307 1.76061
H -8.71659 16.75576 3.13230
H -6.45008 17.18709 1.18630
H -6.22675 16.26225 2.64077
Cl -5.36019 15.23996 -4.50726
C -4.58689 15.56143 -6.08275
C -3.57531 16.71300 -5.99099
Cl -4.28790 18.27729 -5.55757
H -5.44287 15.93872 -6.64227
H -4.10501 14.64861 -6.43299
H -3.04588 16.83548 -6.93587
H -2.73955 16.56833 -5.30638
Cl -4.35159 10.80259 -1.18217
C -3.14587 11.35827 -2.35574
C -3.76655 12.51857 -3.21777
Cl -4.75291 11.88644 -4.54324
H -2.77224 10.51588 -2.93789
H -2.35094 11.68540 -1.68554
H -2.99084 13.09367 -3.72336
H -4.46831 13.13606 -2.65711
```

Calculated values
Gap between HOMO and LUMO (alpha / beta) ... 10.0 / 3.6 eV
E_LUMO (alpha / beta) ... -2.44 / -8.87 eV
Spin multiplicity ... 2
Charge ... +1
Largest force on an atom ... 0.0530 Eh/bohr

=====

Record 2
The ion C22H49BNS with charge -1 in a non-equilibrium geometry, computed with ωB97M-V with the def2-TZVPD basis set.

```
74
Properties=species:S:1:pos:R:3
C 9.94582 1.15361 2.25392
C 10.33624 0.36342 0.86581
C 8.92654 -0.32481 0.30802
C 8.08592 0.76258 -0.59789
C 6.95182 1.57742 0.26044
C 5.45454 0.91108 0.24845
C 4.83646 0.60684 -1.23851
C 3.56167 -0.44752 -0.99262
C 2.54605 -0.54255 -2.27648
C 1.02797 -0.83620 -1.64667
C 0.23871 -2.06003 -2.40339
C -1.26311 -2.18595 -1.69442
C -1.53709 -3.66533 -1.01667
C -1.49272 -3.48314 0.64230
C -2.94989 -3.03641 1.27565
C -3.03528 -1.42531 1.65139
C -3.79601 -0.52622 0.49486
C -5.42352 -0.71792 0.44499
B -6.27597 0.66364 0.83541
C -7.88307 0.23268 0.72743
N -8.58258 0.55293 2.04098
C -6.04747 1.87759 -0.26044
C -6.41458 3.35476 0.40406
C -7.11873 4.40006 -0.64451
S -8.73926 3.79300 -1.37374
H 10.86293 1.53683 2.87609
H 9.35102 2.13072 1.91932
H 9.25719 0.48993 2.93201
H 11.11869 -0.46930 1.12257
H 10.80791 1.09399 0.04949
H 8.28899 -0.57993 1.28299
H 9.09357 -1.33765 -0.25439
H 7.68715 0.18796 -1.53576
H 8.87286 1.55806 -0.99788
H 7.31584 1.55033 1.39686
H 6.97004 2.72870 -0.03295
H 4.70553 1.60921 0.86127
H 5.47403 -0.11257 0.85206
H 5.55683 0.05317 -1.97642
H 4.49228 1.60826 -1.75132
H 2.94252 0.04633 -0.09938
H 3.93849 -1.48371 -0.58395
H 2.50142 0.50785 -2.79493
H 2.86233 -1.38982 -3.04032
H 1.17820 -1.16827 -0.51221
H 0.40359 0.15839 -1.67461
H 0.79333 -3.09128 -2.39222
H 0.03713 -1.75465 -3.53904
H -1.28237 -1.40720 -0.79197
H -2.09576 -1.83195 -2.43880
H -0.77186 -4.46189 -1.41168
H -2.64972 -3.95117 -1.29351
H -1.23038 -4.54186 1.08219
H -0.60230 -2.76648 0.98317
H -3.87352 -3.33233 0.61603
H -3.04602 -3.61363 2.30809
H -1.99671 -0.93075 1.86912
H -3.68302 -1.34966 2.64612
H -3.54484 0.60830 0.75361
H -3.35807 -0.72198 -0.57296
H -5.81537 -1.64595 1.07578
H -5.70121 -0.97404 -0.68182
H -5.98982 0.95751 1.94769
H -8.44193 0.78797 -0.16743
H -7.97509 -0.93916 0.52046
H -7.90148 0.24354 2.78803
H -8.62350 1.60103 2.10277
H -6.66570 1.63229 -1.22378
H -4.89536 1.92086 -0.56194
H -5.46397 3.85923 0.86605
H -7.21850 3.12020 1.25072
H -6.40654 4.64235 -1.54651
H -7.37734 5.39512 -0.04347
H -9.25394 2.82894 -0.49160
```

Calculated values
Gap between HOMO and LUMO ... 6.0 eV
E_LUMO ... 2.16 eV
Charge ... -1
Largest force on an atom ... 0.0521 Eh/bohr

=====

Record 3
A structure of composition C22H49F5GaN2O4 in a non-equilibrium geometry, computed with ωB97M-V with the def2-TZVPD basis set.

```
83
Properties=species:S:1:pos:R:3
C -5.58799 -0.13979 0.52471
C -5.14739 -1.18136 1.59047
C -3.79164 -1.79484 1.25675
C -2.62214 -0.82319 1.55071
C -2.02493 -0.11618 0.31255
Ga -1.49842 1.82458 0.80912
C -2.64394 3.21872 -0.17858
C -3.07077 4.48835 0.60142
C -2.15097 4.86343 1.74908
C -2.63502 6.07036 2.51918
F -2.11062 7.21767 2.06827
F -3.96172 6.13657 2.55786
C -2.18733 5.95738 3.99227
F -0.94492 5.59833 4.08477
F -2.29471 7.13065 4.60948
F -2.92722 5.12092 4.64593
H -4.86509 -0.14701 -0.27711
H -6.58487 -0.34829 0.16503
H -5.54739 0.83765 0.98408
H -5.90356 -1.94914 1.72480
H -5.04710 -0.67715 2.54373
H -3.74696 -2.16958 0.23770
H -3.65692 -2.66172 1.90530
H -1.86402 -1.33794 2.12712
H -3.01153 -0.04598 2.20198
H -2.70896 -0.15386 -0.52953
H -1.09707 -0.63029 0.07661
H -1.59197 1.89938 2.42088
H 0.07331 2.08145 0.44711
H -3.56386 2.71336 -0.46728
H -2.16611 3.48526 -1.11440
H -4.07648 4.35044 0.98350
H -3.09280 5.31852 -0.10154
H -2.04430 4.06525 2.46905
H -1.16336 5.06750 1.35457
C 3.30859 -5.44004 4.00671
O 3.77185 -4.16552 3.61398
C 4.56411 -4.15499 2.43227
C 3.81583 -3.58584 1.24104
N 2.75622 -4.47688 0.78607
C 1.79806 -3.87191 -0.14532
C 1.03472 -2.61620 0.27242
O 0.05865 -2.82620 1.27945
C 0.54918 -2.92018 2.59810
H 2.95484 -5.35907 5.03411
H 2.47065 -5.78000 3.38938
H 4.10870 -6.18595 3.97094
H 4.96127 -5.15158 2.21204
H 5.41330 -3.49737 2.63902
H 4.52533 -3.43104 0.42186
H 3.42951 -2.60474 1.54087
H 2.24602 -4.82425 1.58561
H 1.05667 -4.64313 -0.37207
H 2.32702 -3.66012 -1.07745
H 0.47687 -2.27853 -0.60128
H 1.69648 -1.78729 0.53914
H 1.39037 -2.24439 2.77294
H 0.83448 -3.94912 2.84187
H -0.26060 -2.64111 3.27385
C 2.20208 3.58395 -4.05237
O 1.11243 2.75448 -4.39748
C 1.27214 2.01131 -5.59481
C 1.52509 0.53957 -5.32297
N 2.84409 0.30770 -4.74666
C 3.04301 -1.02203 -4.16897
C 2.10414 -1.51058 -3.06491
O 2.25281 -0.86153 -1.81902
C 1.64057 0.42259 -1.73024
H 1.85592 4.27682 -3.28706
H 3.03669 3.01185 -3.63326
H 2.55537 4.16011 -4.91357
H 2.05485 2.43846 -6.23110
H 0.32419 2.09266 -6.13480
H 1.45027 -0.01161 -6.26665
H 0.71949 0.19375 -4.66495
H 3.02046 0.99507 -4.02768
H 4.05669 -1.03716 -3.76003
H 3.02363 -1.75066 -4.98777
H 2.36361 -2.55646 -2.87963
H 1.05166 -1.51342 -3.37572
H 0.69690 0.47063 -2.27639
H 2.32907 1.19517 -2.08261
H 1.43550 0.63536 -0.68251
```

Calculated values
Gap between HOMO and LUMO ... 7.1 eV
E_LUMO ... 2.58 eV
Charge ... -1
Largest force on an atom ... 0.0455 Eh/bohr